ORCA calculation (the ωB97M-V functional and the def2-TZVPD basis) on C15H30CaF6N3O24S6 as an isolated structure.

Output
Kohn-Sham gap (spin up / spin down): 6.92 / 3.03 eV
Charge: 0
Multiplicity: 2
E_HOMO (spin up / spin down): -9.125 / -9.125 eV

Atoms and positions in Å:
Ca1 0.1639 1.0179 0.3833
N1 3.9718 3.5779 0.1304
S1 3.5039 2.0916 0.1146
O1 4.5243 1.0519 -0.1014
O2 2.1937 1.7791 -0.3514
F1 3.4474 1.9968 1.7425
S2 4.1885 3.4681 -1.5374
O3 3.0388 3.2539 -2.4167
O4 5.4851 2.8705 -1.9438
F2 4.5795 4.9420 -1.7971
N2 -2.9058 4.1680 2.0562
S3 -3.1681 2.5793 1.4544
O5 -2.1391 1.9960 0.6366
O6 -4.5919 2.1497 1.3806
F3 -2.7501 1.7938 2.8323
S4 -3.1843 4.7380 0.6415
O7 -4.5874 4.7158 0.1888
O8 -2.1259 4.5318 -0.3872
F4 -3.0124 6.2916 1.0145
N3 0.6659 2.5547 1.9000
S5 1.0236 4.2432 1.9033
O9 2.3625 4.5125 2.3368
O10 0.0043 5.2232 2.1448
F5 1.1537 4.3721 0.2742
S6 0.5079 2.4433 3.4382
O11 -0.5032 3.4040 4.0210
O12 1.6815 2.2422 4.2487
F6 -0.2429 1.0234 3.3769
C1 -4.5017 -1.4111 -0.1753
O13 -3.2544 -0.8169 -0.0172
C2 -2.5296 -0.9313 1.0752
O14 -1.3967 -0.5878 1.0873
O15 -3.1627 -1.5429 2.0979
C3 -2.5135 -1.8388 3.3825
H1 -4.9897 -1.4805 0.7968
H2 -4.3547 -2.4213 -0.5576
H3 -4.9672 -0.8102 -0.9566
H4 -1.8086 -2.6702 3.3892
H5 -3.2711 -2.0010 4.1492
H6 -2.0380 -0.9689 3.8356
C4 -3.7548 -0.5902 -3.7325
C5 -2.8917 0.5436 -3.2005
O16 -1.5628 0.4747 -3.7950
C6 -0.4895 0.9308 -3.0932
O17 -0.4230 1.3414 -1.8931
O18 0.6417 0.8694 -3.8227
C7 0.6939 0.3070 -5.2079
H7 -3.4978 -0.7456 -4.7803
H8 -4.7749 -0.2850 -3.4991
H9 -3.4821 -1.4860 -3.1747
H10 -2.7663 0.4838 -2.1194
H11 -3.3346 1.5032 -3.4673
H12 1.6777 0.5179 -5.6273
H13 -0.1349 0.5236 -5.8819
H14 0.6601 -0.7822 -5.1860
C8 -2.0505 -4.4926 -1.7985
C9 -0.4228 -4.3655 -1.6270
O19 -0.3142 -3.0441 -1.1102
C10 0.5928 -2.0824 -1.4752
O20 0.7799 -1.0147 -0.8959
O21 1.3289 -2.5117 -2.5054
C11 2.4388 -1.7462 -3.0441
H15 -2.4176 -5.3927 -2.2915
H16 -2.4453 -3.6199 -2.3188
H17 -2.6116 -4.2533 -0.8951
H18 0.0633 -4.4104 -2.6015
H19 -0.0214 -5.1409 -0.9746
H20 2.2957 -1.2408 -3.9992
H21 3.3195 -2.3521 -3.2570
H22 2.8708 -0.9505 -2.4372
C12 4.9380 -1.4488 4.0837
C13 3.8776 -0.7613 3.2210
O22 2.7141 -1.4809 3.1615
C14 1.8732 -1.3004 2.1594
O23 1.5714 -0.2128 1.6959
O24 1.1135 -2.4254 1.7638
C15 1.3855 -3.7348 2.2326
H23 5.5272 -0.6043 4.4411
H24 5.5593 -2.0068 3.3832
H25 4.6213 -2.0045 4.9663
H26 4.2405 -0.4760 2.2336
H27 3.6042 0.2245 3.5974
H28 2.4386 -3.8826 2.4717
H29 1.2210 -4.3892 1.3766
H30 0.8497 -4.0368 3.1325

Forces on the atoms, in the same order (eV/Å):
0.0 -1.1 -1.6
-0.4 -0.8 -4.0
2.9 -4.6 6.0
-2.0 1.5 -0.5
-1.0 -0.2 -0.2
-0.7 0.0 -0.8
4.1 1.7 -4.4
1.3 0.1 1.9
-3.0 0.3 1.1
-0.6 1.6 0.4
-0.3 -2.8 -0.5
-1.8 -7.9 5.1
-1.2 1.7 -0.5
3.9 2.2 -0.7
-0.7 1.6 -1.0
-0.1 8.3 -6.0
2.8 -0.9 1.1
-2.7 -0.2 2.8
0.0 -1.8 -0.2
0.4 4.7 0.7
2.0 2.4 -4.2
-1.5 -0.7 0.5
-0.1 -1.3 0.2
-0.5 -0.8 1.3
-2.6 0.1 5.8
2.5 -2.9 -1.7
-1.0 -0.2 -1.2
0.2 0.1 0.3
-0.7 -0.7 0.0
1.3 0.9 0.0
-1.1 -1.8 1.2
1.7 0.7 0.4
0.0 -0.2 0.2
0.1 1.1 0.5
-0.5 0.3 -0.4
-0.1 -0.1 0.0
-0.5 -0.1 0.4
-0.2 0.0 -0.7
-0.6 -0.5 -0.7
0.5 0.3 -0.8
1.2 0.4 0.7
0.3 0.2 0.3
0.9 0.6 1.1
0.9 0.3 1.6
-1.2 -1.3 -4.2
-0.9 -0.3 -0.7
-0.3 -0.8 0.7
-0.6 0.0 -0.1
-0.1 -0.4 -0.5
-0.3 -0.2 -0.1
-0.1 0.1 0.0
0.2 0.1 0.0
-0.3 0.7 0.3
0.1 1.0 0.4
-0.1 -0.1 0.6
1.3 0.7 0.1
-3.0 0.2 -1.4
1.0 2.2 1.0
1.1 0.0 0.6
-1.1 -2.2 -1.2
0.5 0.3 -0.6
1.4 0.9 -0.1
0.2 0.0 0.2
0.7 0.0 -1.0
0.5 -1.0 0.8
-0.1 -0.2 0.1
0.0 0.4 0.3
-1.1 -0.4 0.1
-0.5 -0.9 0.4
-0.8 -0.1 0.8
0.2 1.0 -1.0
1.5 2.8 0.8
-2.5 -3.2 -1.4
-2.2 -0.3 0.2
1.0 -1.7 0.4
1.2 2.2 0.8
1.3 -0.4 -0.1
0.3 -0.2 0.1
0.1 -0.5 0.6
-0.3 -0.1 -0.4
0.2 -0.6 -0.2
0.1 0.1 0.5
0.1 0.3 0.1
-0.5 -0.1 0.2
-0.5 0.3 -0.2

Calculated atomic charges, method Löwdin, unit e: 1.46 -0.20 0.45 -0.29 -0.42 -0.21 0.54 -0.29 -0.31 -0.17 -0.01 0.66 -0.31 -0.22 -0.18 0.52 -0.16 -0.15 -0.14 -0.43 0.60 -0.23 -0.26 -0.20 0.51 -0.31 -0.24 -0.20 -0.03 0.00 -0.60 0.04 0.00 0.02 0.11 0.09 0.10 0.09 0.10 0.09 -0.05 -0.18 0.02 -0.45 -0.03 0.02 0.00 0.09 0.09 0.06 0.10 0.13 0.10 0.09 0.08 -0.03 -0.14 0.00 -0.47 0.04 0.01 0.00 0.07 0.05 0.05 0.11 0.11 0.06 0.10 0.11 -0.03 -0.24 0.06 -0.44 -0.01 -0.02 -0.05 0.08 0.08 0.08 0.13 0.12 0.09 0.09 0.09


ORCA calculation (the ωB97M-V functional and the def2-TZVPD basis) on C3H3FGdO as an isolated structure.

Output
Kohn-Sham gap (spin up / spin down): 7.37 / 6.46 eV
Charge: 0
Multiplicity: 9
ΔE to the lowest compared entry with this formula, charge and spin: 0.0 kcal per mole
E_HOMO (spin up / spin down): -7.771 / -7.831 eV

Atoms and positions in Å:
F1 -3.6180 -1.2115 -0.8647
O1 0.2756 -0.7070 -0.7942
C1 0.5763 0.6590 0.6857
C2 1.4055 0.1411 -0.4574
C3 -0.4116 -0.2142 0.3619
H1 1.8320 0.9726 -1.0466
H2 2.2922 -0.5114 -0.5317
Gd1 -2.9366 -0.5190 1.0926
H3 0.5847 1.3906 1.5544

Forces on the atoms, in the same order (eV/Å):
0.4 0.7 2.2
-0.4 0.3 -0.5
-0.3 -0.1 2.4
1.0 0.4 -0.1
-0.6 0.5 -0.1
-1.4 -0.1 -1.1
-0.2 -0.1 1.5
0.9 -0.7 -2.9
0.6 -1.0 -1.4

Calculated atomic charges, method Löwdin, unit e: -0.73 -0.18 -0.18 -0.24 -0.40 0.10 0.11 1.43 0.08


Computed total energy (Ha) in order:
-6225.3170, -1056.7437
Computed max |F| (Eh/bohr) in order:
0.1989, 0.0602